DFT (ωB97M-V/def2-TZVPD) results for a cluster of 10 separate species, C42H110N6O13 in total at a distorted geometry.

Last column: Mulliken charge in e.
Atoms and positions in Å:
1 C -1.905 -0.273 -0.441  1.38
2 C -1.266 1.108 -0.501  0.89
3 C -1.205 1.699 -1.916  -0.82
4 O -2.149 1.990 0.228  -0.32
5 H -2.961 -0.266 -0.698  -0.53
6 H -1.815 -0.624 0.590  -1.09
7 H -1.334 -1.025 -0.995  -0.40
8 H -0.294 1.114 0.000  0.70
9 H -0.900 0.962 -2.657  -0.80
10 H -0.514 2.540 -1.904  0.46
11 H -2.205 2.021 -2.205  0.56
12 H -1.607 2.355 0.951  0.26
13 C -6.496 1.291 0.308  -1.11
14 C -5.605 2.545 0.281  1.69
15 C -6.287 3.789 -0.271  -1.55
16 O -5.203 2.865 1.627  -0.59
17 H -7.504 1.594 0.590  0.35
18 H -6.062 0.544 0.966  0.27
19 H -6.487 0.901 -0.716  0.23
20 H -4.722 2.248 -0.301  -0.62
21 H -5.648 4.661 -0.132  0.38
22 H -7.160 4.023 0.341  0.35
23 H -6.490 3.626 -1.328  0.37
24 H -4.549 2.207 1.892  0.19
25 C -0.986 -3.769 -1.903  0.28
26 C 0.004 -4.650 -1.197  0.47
27 C -0.217 -6.138 -1.423  -1.67
28 O 1.323 -4.175 -1.474  -0.40
29 H -0.866 -2.729 -1.604  -0.42
30 H -2.024 -4.093 -1.767  -0.14
31 H -0.893 -3.798 -2.998  0.28
32 H -0.190 -4.498 -0.128  0.06
33 H 0.373 -6.754 -0.749  0.40
34 H -0.114 -6.426 -2.475  0.48
35 H -1.267 -6.382 -1.231  0.32
36 H 1.629 -4.600 -2.284  0.32
37 C 3.544 2.908 -0.646  2.85
38 C 3.504 3.981 0.442  -0.34
39 C 2.524 3.606 1.546  -1.34
40 O 4.865 4.281 0.811  -0.59
41 H 4.194 3.150 -1.483  -1.95
42 H 2.497 2.733 -0.916  -0.15
43 H 3.923 1.965 -0.244  -0.66
44 H 3.168 4.881 -0.082  0.48
45 H 1.510 3.661 1.138  0.31
46 H 2.428 4.433 2.257  0.47
47 H 2.744 2.646 2.007  0.31
48 H 5.044 3.754 1.602  0.36
49 C -2.873 -6.050 1.473  -1.22
50 C -3.265 -5.727 2.887  0.93
51 C -3.669 -4.288 3.209  -1.05
52 O -2.722 -3.448 2.564  -0.09
53 C -2.831 -2.087 2.913  -0.24
54 N -4.557 -6.497 3.062  -0.79
55 H -2.565 -7.087 1.320  0.47
56 H -1.939 -5.548 1.181  -0.04
57 H -3.646 -5.755 0.769  0.41
58 H -2.656 -6.171 3.680  0.17
59 H -3.618 -4.147 4.294  0.34
60 H -4.655 -4.034 2.810  0.40
61 H -2.016 -1.596 2.388  -0.55
62 H -2.694 -1.896 3.984  0.38
63 H -3.806 -1.702 2.599  0.31
64 H -4.918 -6.453 4.012  0.22
65 H -4.415 -7.485 2.886  0.23
66 C -4.697 -3.605 -4.115  -1.63
67 C -4.875 -3.246 -2.633  1.48
68 C -4.686 -1.760 -2.392  -0.68
69 O -3.525 -1.279 -3.036  -0.22
70 C -3.480 0.114 -3.172  0.29
71 N -6.237 -3.576 -2.161  -0.79
72 H -5.565 -3.368 -4.735  0.35
73 H -4.666 -4.702 -4.164  0.46
74 H -3.784 -3.246 -4.585  0.29
75 H -4.185 -3.847 -2.043  -0.61
76 H -4.601 -1.475 -1.333  0.32
77 H -5.573 -1.181 -2.692  0.44
78 H -2.588 0.386 -3.742  -0.02
79 H -3.390 0.639 -2.211  -0.68
80 H -4.348 0.450 -3.757  0.45
81 H -6.970 -2.967 -2.503  0.28
82 H -6.401 -4.480 -2.603  0.27
83 C 4.463 -1.893 2.339  -1.64
84 C 3.057 -2.226 1.832  0.61
85 C 2.128 -1.021 1.756  0.73
86 O 2.263 -0.161 2.864  -0.44
87 C 1.588 -0.642 4.021  -0.60
88 N 3.258 -2.724 0.460  0.06
89 H 4.405 -1.641 3.405  0.35
90 H 4.997 -1.172 1.730  0.31
91 H 5.037 -2.825 2.361  0.51
92 H 2.643 -3.002 2.487  0.23
93 H 1.110 -1.427 1.649  0.10
94 H 2.289 -0.408 0.868  -0.76
95 H 0.570 -0.840 3.682  0.18
96 H 1.584 0.109 4.811  0.23
97 H 2.140 -1.459 4.498  0.36
98 H 3.650 -3.646 0.380  0.25
99 H 2.444 -2.611 -0.127  -0.60
100 C 0.543 1.051 -4.250  -0.64
101 O 1.802 1.525 -4.660  -0.38
102 C 2.225 2.688 -3.957  0.50
103 C 3.544 3.090 -4.530  -0.48
104 N 4.137 4.214 -3.812  -0.19
105 C 5.491 4.555 -4.189  -0.92
106 C 6.542 3.513 -3.793  -0.60
107 O 6.539 3.255 -2.403  0.10
108 C 7.219 4.235 -1.631  -0.90
109 H 0.666 0.445 -3.342  -0.24
110 H 0.249 0.368 -5.046  0.59
111 H -0.216 1.804 -4.017  0.76
112 H 2.320 2.431 -2.891  -0.80
113 H 1.436 3.444 -4.066  0.64
114 H 3.474 3.370 -5.588  0.46
115 H 4.186 2.196 -4.574  0.17
116 H 4.185 3.933 -2.831  -0.18
117 H 5.735 5.489 -3.679  0.35
118 H 5.502 4.727 -5.270  0.47
119 H 7.526 3.670 -4.252  0.43
120 H 6.235 2.553 -4.231  0.30
121 H 8.250 3.913 -1.462  0.29
122 H 6.789 4.267 -0.626  0.16
123 H 7.086 5.241 -2.026  0.37
124 C 7.682 1.319 -0.272  -0.46
125 O 7.231 0.053 0.141  -0.50
126 C 5.928 -0.276 -0.316  -0.33
127 C 5.758 -0.049 -1.801  0.14
128 N 4.637 -0.786 -2.371  -0.41
129 C 3.348 -0.216 -2.047  1.61
130 C 2.217 -1.148 -2.405  -0.88
131 O 2.215 -1.243 -3.842  -0.51
132 C 1.015 -1.817 -4.334  0.08
133 H 8.530 1.584 0.363  0.33
134 H 6.884 2.058 -0.172  0.00
135 H 8.058 1.393 -1.299  0.23
136 H 5.146 0.237 0.259  -0.12
137 H 5.850 -1.341 -0.090  0.44
138 H 6.656 -0.311 -2.368  0.57
139 H 5.651 1.014 -2.080  -0.27
140 H 4.693 -0.943 -3.364  0.44
141 H 3.168 0.689 -2.659  0.29
142 H 3.205 0.113 -1.017  -1.12
143 H 1.258 -0.910 -1.941  -0.10
144 H 2.476 -2.171 -2.088  0.83
145 H 0.142 -1.161 -4.243  -0.25
146 H 0.812 -2.766 -3.831  0.01
147 H 1.200 -1.930 -5.403  0.31
148 C -2.155 3.891 2.773  -0.84
149 O -1.135 2.919 2.642  -0.24
150 C -0.267 2.848 3.736  -0.54
151 C -0.643 1.879 4.871  -0.29
152 N -1.986 2.044 5.391  -0.19
153 C -2.310 1.213 6.557  -0.69
154 C -3.790 1.365 6.842  -0.62
155 O -4.483 1.057 5.632  -0.22
156 C -5.828 1.478 5.687  -0.86
157 H -1.731 4.903 2.673  0.29
158 H -2.641 3.928 3.752  0.37
159 H -2.883 3.741 1.982  0.16
160 H -0.054 3.860 4.095  0.40
161 H 0.679 2.373 3.459  -0.08
162 H 0.085 2.014 5.670  0.53
163 H -0.494 0.930 4.348  -0.11
164 H -2.662 1.655 4.732  0.18
165 H -1.690 1.496 7.412  0.41
166 H -2.086 0.153 6.358  0.31
167 H -3.999 2.405 7.093  0.37
168 H -4.140 0.627 7.562  0.40
169 H -6.385 1.047 6.526  0.33
170 H -6.351 1.056 4.826  0.22
171 H -5.836 2.566 5.612  0.33

Calculated values
E in Ha: -2972.55552
SMILES: COC[C@H](C)N.COC[C@H](C)N.COC[C@H](C)N.COCCNCCOC.COCCNCCOC.COCCNCCOC.CC(C)O.CC(C)O.CC(C)O.CC(C)O
E_HOMO in eV: -8.1
Relative energy (zero: lowest compared OMol25 entry of this formula, charge and spin) in kcal per mole: 51.5
Total charge: 0